(w)
H36O18 | ωB97M-V/def2-TZVPD

**E_HOMO**: -10.418 eV
**HOMO-LUMO gap**: 0.3626 Eh
**LUMO level**: -0.6 eV
**M**: 324.3 g/mol

Geometry as ORCA input:
```
! wB97M-V def2-TZVPD RIJCOSX def2/J DEFGRID3
* xyz 0 1
O 3.755 -2.936 -0.077
H 3.615 -2.940 0.794
H 3.499 -3.784 -0.428
O -1.425 4.019 -1.686
H -1.194 3.760 -0.660
H -1.987 4.722 -1.536
O 3.944 -3.902 2.414
H 3.073 -4.331 2.249
H 3.784 -3.142 2.932
O 1.682 0.780 -1.194
H 1.568 -0.054 -1.808
H 0.759 1.196 -1.248
O -1.375 1.649 1.562
H -2.175 1.740 2.148
H -0.786 0.832 1.980
O 2.636 -1.721 -2.758
H 3.347 -1.916 -2.089
H 2.901 -1.184 -3.447
O -1.782 -0.084 4.576
H -2.506 -0.771 4.951
H -1.161 0.120 5.245
O 1.310 -3.554 2.551
H 0.454 -3.649 2.921
H 1.460 -2.678 2.830
O -4.300 2.120 -2.719
H -3.912 2.494 -3.514
H -4.355 2.726 -2.020
O 0.362 3.454 0.281
H 1.304 3.216 -0.103
H -0.048 2.509 0.658
O 0.476 3.665 -3.940
H 0.852 3.127 -3.211
H 0.500 4.644 -3.729
O 2.356 0.246 1.444
H 2.214 -0.231 0.605
H 1.982 1.133 1.396
O 0.177 -5.537 0.921
H 0.745 -4.795 1.117
H -0.334 -5.190 0.103
O -2.691 -2.271 5.630
H -1.777 -2.406 5.933
H -2.734 -2.388 4.699
O 0.883 2.032 2.722
H 0.928 2.921 2.644
H 1.501 1.615 3.566
O -2.437 2.825 -4.405
H -2.467 3.797 -4.059
H -1.656 2.480 -3.914
O 1.388 -1.786 -5.686
H 0.489 -1.943 -5.554
H 1.953 -1.150 -5.313
O -4.560 0.053 -1.066
H -4.782 0.659 -1.880
H -5.455 -0.193 -0.830
*
```

---

(x)
H36O18 | ωB97M-V/def2-TZVPD

**E_HOMO**: -10.502 eV
**HOMO-LUMO gap**: 0.3785 Eh
**LUMO level**: -0.2 eV
**M**: 324.3 g/mol

Geometry as ORCA input:
```
! wB97M-V def2-TZVPD RIJCOSX def2/J DEFGRID3
* xyz 0 1
O -1.584 1.887 5.041
H -2.446 1.912 4.609
H -1.024 1.447 4.397
O -2.968 -2.970 -4.174
H -3.056 -3.860 -3.833
H -2.742 -2.399 -3.482
O 1.744 1.376 3.499
H 1.789 0.665 4.170
H 1.928 2.170 4.051
O -3.344 -1.369 0.745
H -3.996 -1.508 1.439
H -2.424 -1.545 1.013
O 0.874 -1.296 -3.932
H 0.545 -1.873 -4.604
H 1.359 -0.503 -4.151
O -2.568 1.686 1.433
H -1.916 1.143 0.922
H -2.908 0.814 1.687
O 2.005 -2.089 -1.021
H 2.500 -2.813 -1.411
H 1.376 -1.738 -1.708
O 1.891 0.065 1.381
H 1.750 0.990 1.540
H 2.411 -0.009 0.591
O 1.221 3.037 -1.252
H 1.996 3.617 -1.060
H 0.540 3.444 -0.668
O -2.025 -2.397 -1.616
H -2.529 -2.767 -0.884
H -2.275 -1.490 -1.453
O -3.527 1.994 -2.546
H -3.352 1.215 -3.114
H -3.138 1.882 -1.686
O -0.620 -1.188 2.305
H 0.062 -0.621 1.898
H -0.170 -1.762 2.909
O 2.369 2.930 0.910
H 1.683 2.657 0.256
H 3.112 2.356 0.797
O 4.279 -1.377 2.338
H 3.580 -1.834 2.799
H 3.996 -1.159 1.443
O 0.021 -3.912 2.239
H 0.618 -3.759 1.496
H -0.763 -4.379 1.925
O -0.789 0.080 -2.372
H -1.190 -0.210 -3.178
H -0.548 0.999 -2.155
O -1.268 2.848 -1.915
H -0.911 3.159 -2.761
H -1.844 3.648 -1.773
O 3.946 1.321 -0.183
H 3.608 0.755 -0.944
H 4.723 0.729 0.038
*
```

---

Short version: (w) is the least stable of them.

---

(w)
F6H24O12P | ωB97M-V/def2-TZVPD

**E_HOMO**: -5.163 eV
**HOMO-LUMO gap**: 0.2485 Eh
**LUMO level**: 1.6 eV
**M**: 361.1 g/mol

Geometry as ORCA input:
```
! wB97M-V def2-TZVPD RIJCOSX def2/J DEFGRID3
* xyz -1 1
P -2.220 24.133 -3.554
F -3.831 24.063 -3.918
F -2.614 23.974 -1.942
F -2.029 22.509 -3.566
F -0.710 24.425 -3.018
F -1.560 24.265 -5.047
F -2.369 25.743 -3.575
O 0.098 26.025 -2.792
H -0.477 25.360 -3.171
H 0.981 25.738 -3.023
O -0.547 24.984 -6.911
H -1.325 25.332 -6.476
H -0.485 24.079 -6.604
O -3.584 22.080 -2.046
H -2.701 22.081 -2.417
H -4.044 21.390 -2.524
O -4.336 23.824 -1.661
H -3.812 24.372 -2.245
H -4.006 22.937 -1.804
O -1.285 22.491 -5.767
H -1.353 23.283 -5.234
H -1.172 21.784 -5.131
O -2.785 23.194 0.363
H -2.187 22.494 0.624
H -2.639 23.298 -0.577
O -4.085 22.083 -5.363
H -3.162 22.062 -5.109
H -4.401 21.196 -5.192
O 0.274 23.009 -2.707
H -0.110 22.510 -1.986
H -0.426 23.068 -3.357
O -4.455 25.826 -4.769
H -4.166 25.529 -3.907
H -4.832 25.047 -5.178
O 1.218 24.485 -3.719
H 0.697 23.735 -3.433
H 2.099 24.304 -3.391
O -4.946 23.895 -5.688
H -4.052 23.552 -5.705
H -5.495 23.124 -5.543
O -3.212 26.911 -2.520
H -2.445 27.314 -2.927
H -3.064 25.969 -2.609
*
```

---

(x)
F6H24O12P | ωB97M-V/def2-TZVPD

**E_HOMO**: -7.948 eV
**HOMO-LUMO gap**: 0.3813 Eh
**LUMO level**: 2.4 eV
**M**: 361.1 g/mol

Geometry as ORCA input:
```
! wB97M-V def2-TZVPD RIJCOSX def2/J DEFGRID3
* xyz -1 1
P 0.155 0.128 -0.220
F -0.614 1.095 -1.270
F -0.849 0.660 0.947
F -0.881 -1.025 -0.683
F 0.928 -0.624 0.994
F 1.235 -0.292 -1.345
F 1.092 1.455 0.019
O 0.578 -1.654 -3.620
H 1.471 -1.981 -3.723
H 0.627 -1.050 -2.879
O 2.938 2.693 1.924
H 3.111 1.825 2.288
H 2.518 2.521 1.082
O -3.451 0.571 -2.143
H -3.627 1.430 -1.759
H -2.538 0.391 -1.919
O -2.524 -1.219 2.693
H -1.596 -1.147 2.472
H -2.960 -1.366 1.854
O 2.320 -2.020 2.540
H 1.688 -1.408 2.163
H 1.847 -2.443 3.257
O -0.093 3.853 0.234
H 0.170 2.938 0.140
H -0.681 4.011 -0.505
O 2.719 1.793 -3.116
H 2.274 1.999 -3.938
H 2.028 1.452 -2.548
O -2.680 3.556 2.005
H -1.902 2.999 2.039
H -2.514 4.241 2.652
O -0.072 -3.586 -1.795
H 0.588 -3.304 -1.162
H 0.099 -3.055 -2.573
O -2.695 -3.610 -0.991
H -3.233 -3.651 -1.781
H -1.838 -3.312 -1.299
O -0.080 2.331 3.088
H 0.269 2.027 2.250
H 0.159 1.644 3.710
O 1.948 -2.992 -0.079
H 2.137 -3.684 0.555
H 1.928 -2.189 0.442
*
```

---

Short version: (w) is the least stable of them.